Below is a structure of composition C35H33ClN4S2Si2Ti at a distorted geometry, with properties calculated with ωB97M-V/def2-TZVPD.

Positions of all 78 atoms, in Å:
Ti  0.165535  -0.277562  2.726122
Cl  2.335981  -0.237205  1.561394
S  3.482428  -1.818390  5.729361
S  0.220748  3.762636  5.105162
Si  0.885044  -0.105300  -2.820898
Si  0.929304  0.249879  -0.504770
N  -1.101153  3.006011  2.856822
N  0.497101  1.535280  3.804658
N  1.617865  -0.794919  4.234277
N  2.233434  -2.998138  3.640704
C  0.459381  -4.169512  -4.725405
C  2.024184  0.224792  5.096155
C  1.787860  -2.741651  -3.290072
C  -1.587686  1.780590  -0.443341
C  -0.164286  2.693923  3.765449
C  -1.644983  4.159159  -0.824640
C  3.014428  -0.161125  5.983746
C  1.186216  2.441939  -4.189704
C  0.004972  -1.460245  -0.855940
C  -2.324260  2.956326  -0.607133
C  -1.043064  1.490475  -3.944728
C  0.483322  3.022064  -0.630906
C  -1.394434  -0.480487  4.336956
C  1.092382  -1.621229  -3.800744
C  -1.242473  -2.033158  2.623131
C  -0.242659  4.196221  -0.821474
C  -2.015044  0.081066  3.168931
C  0.350541  1.369350  -3.805114
C  -1.601568  2.669406  -4.442892
C  1.342368  2.594350  5.707249
C  -0.103134  -3.045849  -5.342261
C  -1.300450  -1.517885  -1.384000
C  1.353905  1.463577  4.919691
C  -0.144234  -3.850550  -0.381729
C  1.420772  -4.011136  -3.721004
C  0.254171  -1.762726  -4.927580
C  -0.911453  -1.781900  3.995746
C  -0.190284  1.814792  -0.531091
C  -1.373588  -3.916338  -1.044385
C  2.350561  -1.898504  4.385164
C  0.525722  -2.633289  -0.282752
C  -0.773346  3.735937  -4.824938
C  -1.946371  -2.740937  -1.544064
C  -1.938616  -0.889873  2.121036
C  0.621116  3.614311  -4.715531
H  -1.088412  -2.972526  2.092079
H  0.132553  -5.160037  -5.035597
H  -1.419155  -0.052124  5.340304
H  0.294838  5.129572  -0.959272
H  -1.685825  0.661535  -3.625962
H  2.264890  0.825390  -0.587696
H  1.949836  2.697927  6.596622
H  -1.088366  2.568434  1.939244
H  1.859743  -4.900890  -3.268437
H  -0.839490  -3.145730  -6.140246
H  1.575885  3.023959  -0.579997
H  -1.226808  4.648121  -5.237672
H  -2.893312  -2.775798  -2.077393
H  -2.685188  2.751760  -4.509393
H  -2.546060  1.031090  3.128422
H  2.544652  -2.612153  -2.512496
H  -2.118038  0.843611  -0.248423
H  -1.798570  -0.603383  -1.749288
H  -3.421180  2.934280  -0.588118
H  1.674669  -3.022194  2.788545
H  1.252086  4.460906  -5.016701
H  1.507118  -2.607686  0.204617
H  -2.206168  5.084305  -0.985392
H  -1.893163  -4.866979  -1.169110
H  -1.524447  3.918935  2.953872
H  2.840113  -3.774872  3.883396
H  -0.154873  -0.862233  -5.389487
H  -0.505142  -2.512894  4.691857
H  0.299725  -4.766018  -0.000562
H  3.417635  0.501645  6.739474
H  -2.401469  -0.809311  1.138874
H  0.013598  0.087123  0.873578
H  2.272043  2.362083  -4.044331

Force components x, y, z for each atom (eV/Å):
Ti 2.927 1.577 -1.505
Cl -0.240 -0.786 1.178
S -0.650 0.803 -0.611
S 0.212 -0.585 -0.600
Si 1.126 1.186 -1.502
Si -1.088 0.225 -1.932
N 0.192 0.246 0.202
N -0.447 0.540 -0.114
N 0.897 -0.950 -0.014
N -0.007 -0.605 -0.073
C -0.281 0.583 -0.085
C 1.834 -2.137 1.067
C -0.861 -0.163 0.021
C -0.237 0.331 -0.017
C 0.453 -0.222 0.788
C 0.213 0.220 -0.036
C -1.342 0.762 -0.981
C -0.309 -0.032 0.150
C -0.156 0.076 2.631
C 0.039 0.009 0.065
C 0.207 0.482 -0.084
C -0.077 0.316 -0.285
C -1.036 -0.777 -0.351
C 0.561 -0.212 -0.465
C -0.419 0.216 0.662
C -0.278 -0.055 0.191
C -0.439 -1.164 0.403
C -0.465 0.193 -0.401
C 0.184 0.071 0.066
C 0.157 -1.674 -0.796
C 0.100 0.055 -0.225
C 0.432 0.410 -0.579
C -0.885 2.469 0.389
C -0.227 0.046 -0.407
C 0.292 -0.133 -0.150
C -0.073 -0.279 0.742
C -1.489 0.044 -0.032
C 0.228 -1.103 0.239
C -0.056 0.285 -0.009
C -0.249 1.213 0.837
C 0.243 -0.231 -0.267
C -0.039 -0.372 -0.075
C 0.117 -0.284 0.088
C -0.262 0.030 0.274
C -0.144 -0.070 0.157
H 0.143 0.441 0.045
H 0.158 0.169 0.105
H 0.381 -0.003 -0.465
H -0.198 -0.029 0.033
H 0.031 0.350 -0.223
H 0.256 -0.044 -0.212
H -0.307 0.343 -0.042
H -0.029 0.255 -0.020
H 0.042 0.266 -0.175
H 0.300 -0.143 0.134
H -0.322 0.170 -0.213
H 0.311 -0.446 0.269
H 0.076 -0.018 0.219
H 0.231 0.071 -0.100
H 0.374 -0.305 -0.057
H -0.345 -0.104 -0.111
H 0.219 0.316 -0.206
H 0.296 -0.496 0.095
H 0.501 0.029 0.016
H 0.485 -0.007 0.466
H -0.212 -0.508 0.135
H -0.295 -0.004 -0.193
H 0.190 -0.355 0.050
H 0.190 0.254 0.039
H -0.022 -0.144 -0.399
H -0.378 0.093 -0.475
H -0.088 -0.359 0.065
H 0.188 0.372 -0.281
H -0.012 0.137 0.051
H 0.218 -0.445 -0.029
H 0.355 -0.033 0.324
H -0.934 -0.492 2.791
H -0.465 0.118 -0.188

Properties
Maximum force: 3.6 eV Å⁻¹
Net charge: +2
DFT total energy: -115840.248 eV
E_LUMO (alpha / beta): -6.83 / -6.83 eV